Model A:
DFT (ωB97M-V with the def2-TZVPD basis set) results for an isolated molecule of C3H7NS2.

```
13
Properties=species:S:1:pos:R:3:nbo_charge:R:1
C -2.47 0.21 -0.27 -0.4292
C -0.03 -0.01 -0.05 -0.0677
C 2.75 -0.25 0.20 -0.7337
H -2.29 -0.51 -1.11 0.2443
H -3.08 -0.25 0.49 0.1995
H -2.92 1.10 -0.64 0.2007
H -1.33 0.80 1.32 0.3924
H 2.83 0.16 -0.83 0.2449
H 2.63 -1.35 0.24 0.2395
H 3.68 0.09 0.65 0.2333
N -1.25 0.33 0.47 -0.5819
S 0.19 -0.79 -1.50 -0.1827
S 1.29 0.46 1.04 0.2406
```

Output
Total charge: 0
HOMO-LUMO gap, eV: 9.098
HOMO energy, eV: -8.386
Structure (SMILES): CNC(=S)SC

Model B:
DFT (ωB97M-V with the def2-TZVPD basis set) results for an isolated molecule of C3H7NS2.

```
13
Properties=species:S:1:pos:R:3:nbo_charge:R:1
C -0.61 0.19 3.08 -0.7680
C 0.57 0.25 -0.53 0.0733
C 0.86 -0.85 -1.44 -0.6008
H -0.17 0.58 4.12 0.2323
H -0.14 -0.71 2.98 0.2270
H -1.70 -0.02 3.08 0.2231
H 0.85 1.34 -0.68 0.1705
H 1.82 -0.75 -1.95 0.2269
H 0.93 -1.82 -0.89 0.2465
H -0.27 -2.24 -2.97 0.1401
N 0.03 -0.02 0.59 -0.5384
S -0.02 1.23 1.78 0.3821
S -0.38 -0.84 -2.69 -0.0147
```

Output
Total charge: 0
HOMO-LUMO gap, eV: 9.129
HOMO energy, eV: -8.511
Structure (SMILES): CS/N=C/CS

Model C:
DFT (ωB97M-V with the def2-TZVPD basis set) results for an isolated molecule of C3H7NS2.

```
13
Properties=species:S:1:pos:R:3:nbo_charge:R:1
C -0.66 -1.44 0.29 -0.6125
C -0.44 -0.20 -0.53 -0.4680
C -0.22 1.04 0.33 0.2077
H -0.28 -2.42 -0.52 0.2285
H -1.63 -1.36 0.80 0.2517
H 0.11 -1.50 1.13 0.2152
H -1.43 -0.18 -1.22 0.2749
H 2.02 -0.71 -1.14 0.1331
H 1.52 1.77 -0.39 0.4124
H 0.83 2.46 1.15 0.4282
N 0.98 1.60 0.47 -0.7851
S 0.72 -0.47 -1.86 -0.0365
S -1.52 1.40 1.49 -0.2494
```

Output
Total charge: 0
HOMO-LUMO gap, eV: 8.617
HOMO energy, eV: -8.501
Structure (SMILES): C[C@H](S)C(N)=S

Model D:
DFT (ωB97M-V with the def2-TZVPD basis set) results for a cluster of 3 separate species, C3H7NS2 in total.

```
13
Properties=species:S:1:pos:R:3:nbo_charge:R:1
C -2.63 0.55 -0.28 -0.2652
C -1.20 0.90 0.32 -0.5767
C 1.45 0.46 -0.03 -0.4838
H -4.25 -0.89 0.11 0.3538
H -2.23 -1.35 1.39 0.3441
H -3.41 1.28 0.06 0.2018
H -2.50 0.80 -1.42 0.2128
H -0.90 1.25 1.39 0.2376
H -0.80 1.77 -0.28 0.2222
H 1.23 1.47 0.32 0.1895
N -2.80 -0.91 -0.01 -0.8014
S -0.06 -0.45 -0.07 0.3474
S 2.98 -0.14 -0.03 0.0180
```

Output
Total charge: 0
HOMO-LUMO gap, eV: 8.170
HOMO energy, eV: -8.640

Computed stability ranking, most favorable first: model A, model B, model C, model D